DFT (ωB97M-V with the def2-TZVPD basis set) results for a molecular structure, C35H35O2P3RuS4Se.

Calculated values
- net charge = -2
- energy above the lowest of the compared OMol25 structures with the same formula, charge and spin (kcal/mol) = 36.5
- calculated total energy (Ha) = -6618.515470
- HOMO energy (spin up / spin down) (eV) = -0.98 / -1.10
- LUMO level (spin up / spin down) (eV) = 4.39 / 4.39

Geometry as XYZ:
```
81
Properties=species:S:1:pos:R:3:forces:R:3
Ru -0.2858 -1.2850 -0.3944 -0.31 -0.69 0.77
S -2.7496 -0.3033 -0.8272 0.94 -0.75 0.28
P -1.4388 1.0888 -0.2162 1.16 0.92 0.05
C 0.0039 0.7251 0.6626 -1.55 -0.61 -0.32
P -0.3053 -0.0232 2.2007 0.61 0.86 -0.11
S -1.2099 -1.7779 2.3092 0.12 0.09 -0.83
C -1.1135 1.0732 3.4450 -0.06 0.24 -0.07
C -0.4037 2.0816 4.0947 -0.05 -0.08 -0.03
C -1.0238 2.8742 5.0480 0.07 0.13 0.04
C -2.3631 2.6820 5.3507 -0.10 0.03 -0.01
C -3.0827 1.6952 4.6914 -0.07 0.06 0.02
C -2.4615 0.8966 3.7435 0.12 -0.03 0.00
C 1.3447 -0.1059 2.9956 -0.01 -0.22 0.06
C 2.4423 0.5435 2.4489 -0.02 0.09 0.07
C 3.6763 0.4867 3.0861 0.04 0.03 0.04
C 3.8150 -0.2177 4.2724 0.09 0.06 -0.05
C 2.7169 -0.8645 4.8251 -0.05 -0.02 0.07
C 1.4879 -0.8092 4.1893 0.10 0.02 -0.05
C -0.8767 1.9920 -1.7081 -0.08 -0.01 -0.05
C -1.8029 2.7204 -2.4531 0.15 -0.04 -0.04
C -1.4081 3.3800 -3.6071 -0.10 0.04 0.00
C -0.0883 3.2996 -4.0341 0.05 0.01 -0.03
C 0.8333 2.5656 -3.3014 -0.04 0.06 -0.03
C 0.4421 1.9219 -2.1348 0.00 0.09 0.07
C -2.3771 2.4950 0.5264 -0.06 -0.01 0.15
C -3.7555 2.5022 0.6889 0.18 -0.01 -0.11
C -4.3853 3.6109 1.2393 -0.17 0.00 0.05
C -3.6406 4.7066 1.6435 -0.02 0.05 0.08
C -2.2592 4.7027 1.4874 0.04 0.04 0.02
C -1.6312 3.6032 0.9284 -0.11 -0.05 0.03
H 0.6465 2.2224 3.8668 -0.02 0.05 0.02
H -0.4622 3.6468 5.5625 0.02 -0.02 -0.03
H -2.8484 3.3075 6.0919 0.01 -0.02 0.01
H -4.1324 1.5478 4.9194 0.00 0.00 -0.02
H -2.9978 0.1035 3.2359 -0.04 0.01 0.00
H 2.3119 1.0859 1.5199 -0.05 -0.03 -0.03
H 4.5333 0.9851 2.6459 0.00 0.00 0.01
H 4.7823 -0.2693 4.7600 -0.02 -0.02 0.01
H 2.8304 -1.4281 5.7441 -0.03 -0.01 -0.01
H 0.6289 -1.3313 4.5937 0.02 -0.05 0.00
H -2.8367 2.7451 -2.1280 -0.02 0.06 -0.03
H -2.1288 3.9523 -4.1812 -0.01 -0.03 0.00
H 0.2185 3.8059 -4.9429 -0.01 -0.02 0.00
H 1.8559 2.4779 -3.6486 0.00 -0.01 0.02
H 1.1420 1.3410 -1.5521 0.00 0.00 0.03
H -4.3154 1.6330 0.3619 -0.05 0.00 0.06
H -5.4637 3.6209 1.3590 0.02 -0.03 0.01
H -4.1325 5.5591 2.0991 0.00 0.01 -0.04
H -1.6794 5.5625 1.8046 0.02 -0.03 0.01
H -0.5558 3.5725 0.7924 0.02 0.04 0.05
C 1.4943 -6.4117 -1.8867 0.13 0.11 0.16
C 2.2222 -5.0981 -1.6562 -0.03 0.10 -0.07
O 2.3628 -4.8388 -0.2544 0.03 -0.05 0.02
P 1.4869 -3.6910 0.5053 0.34 -0.58 -0.36
S -0.3770 -3.8307 -0.2198 0.18 0.19 -0.22
S 2.0365 -3.8195 2.3728 -0.17 -0.01 -0.07
O 2.0540 -2.2961 -0.1775 -0.87 -0.17 0.20
C 3.3101 -1.7292 0.1984 0.17 0.14 0.04
C 4.4911 -2.5822 -0.2319 -0.20 0.03 0.00
H 1.5399 -6.6945 -2.9418 -0.03 0.04 0.00
H 0.4554 -6.3019 -1.5829 -0.06 -0.04 -0.01
H 1.9560 -7.2004 -1.2881 -0.01 -0.02 -0.03
H 1.7000 -4.2723 -2.1477 0.02 0.00 0.01
H 3.2410 -5.1499 -2.0529 0.00 0.03 -0.01
H 3.3229 -1.5824 1.2776 -0.01 -0.01 -0.02
H 3.3323 -0.7601 -0.3036 -0.05 0.02 0.06
H 4.4669 -3.5391 0.2873 0.06 -0.02 -0.03
H 5.4144 -2.0584 0.0277 0.02 0.00 -0.03
H 4.4631 -2.7523 -1.3099 0.04 -0.02 0.00
Se 0.8373 -1.3918 -2.7077 -0.19 0.04 0.22
C -0.3985 -1.3442 -4.1652 0.03 0.10 0.29
C -0.3216 -2.3296 -5.1523 0.01 0.12 -0.01
C -1.1560 -2.2909 -6.2593 -0.02 -0.01 -0.05
C -2.0927 -1.2738 -6.3954 -0.02 -0.04 -0.08
C -2.1879 -0.3026 -5.4068 -0.03 0.02 0.02
C -1.3543 -0.3359 -4.2986 -0.08 -0.03 -0.09
H 0.4052 -3.1238 -5.0315 -0.02 -0.03 -0.03
H -1.0826 -3.0635 -7.0182 0.01 0.00 0.01
H -2.7474 -1.2463 -7.2597 0.00 0.01 0.01
H -2.9196 0.4932 -5.4991 0.00 0.00 0.03
H -1.4513 0.4170 -3.5275 0.04 -0.10 -0.08
```
Positions in Å, forces in eV/Å.


DFT (ωB97M-V with the def2-TZVPD basis set) results for a molecular structure, C35H36AlN10.

Calculated values
- net charge = +1
- energy above the lowest of the compared OMol25 structures with the same formula, charge and spin (kcal/mol) = 50.5
- calculated total energy (Ha) = -2145.224568
- HOMO energy (eV) = -10.44
- LUMO level (eV) = -4.34

Geometry as XYZ:
```
82
Properties=species:S:1:pos:R:3:forces:R:3
Al -0.9442 0.0771 -0.4939 -1.02 0.56 -0.02
C -2.4768 4.2203 -4.0922 0.00 -0.05 0.01
C -2.5661 2.8912 -4.4855 0.00 0.04 0.03
C -2.5794 1.8825 -3.5315 0.07 -0.03 0.00
C -2.5145 2.2029 -2.1809 0.08 0.12 0.23
C -2.4392 3.5314 -1.7856 -0.02 0.10 0.01
C -2.4144 4.5373 -2.7419 -0.01 -0.02 0.02
N -2.5066 1.1425 -1.2211 -0.05 -0.32 0.15
C -3.6334 0.8442 -0.5885 -0.27 -0.06 0.01
C -4.8387 1.6275 -0.5613 0.23 -0.11 -0.05
C -5.9230 1.1563 0.1017 -0.11 -0.17 0.14
C -5.9549 -0.1158 0.7795 -0.13 0.25 -0.08
C -4.8680 -0.9120 0.7607 0.21 -0.02 -0.10
C -3.6972 -0.4486 0.0858 -0.02 0.15 0.03
N -2.5993 -1.1206 -0.1942 0.17 -0.30 0.22
N -2.3778 -2.3773 -0.0630 0.30 -0.01 -0.28
C -1.2442 -2.6538 -0.8524 -0.20 0.06 0.09
C -0.9048 -3.9733 -1.1282 -0.03 -0.07 0.03
C -0.0316 -4.2312 -2.1616 0.05 -0.05 -0.03
C 0.5068 -3.1744 -2.8982 -0.06 -0.09 -0.02
C 0.2289 -1.8965 -2.4888 0.02 0.16 0.13
N -0.5916 -1.6265 -1.4563 0.20 0.09 0.02
H -2.4593 5.0062 -4.8354 -0.01 -0.01 0.00
H -2.6338 2.6379 -5.5354 0.03 0.00 0.01
H -2.6451 0.8413 -3.8262 -0.02 0.02 0.00
H -2.3980 3.7733 -0.7290 0.06 -0.03 -0.03
H -2.3404 5.5707 -2.4286 -0.02 -0.01 -0.01
H -4.8637 2.5858 -1.0597 -0.01 -0.02 -0.01
H -6.8185 1.7653 0.1245 0.00 -0.01 0.00
H -6.8579 -0.4235 1.2879 0.00 0.04 -0.01
H -4.8515 -1.8823 1.2392 0.02 0.00 -0.02
H -1.3946 -4.7573 -0.5675 -0.01 0.00 -0.05
H 0.2110 -5.2531 -2.4223 -0.01 0.01 0.01
H 1.1394 -3.3418 -3.7574 0.02 -0.01 0.03
H 0.6644 -1.0427 -2.9883 0.01 0.03 0.03
C -1.2679 -0.9370 2.5526 -0.03 0.02 -0.10
N -0.8481 0.0213 1.4981 0.00 0.14 -0.01
C -0.4962 1.2000 1.9294 0.12 0.08 -0.06
C -0.0627 2.1699 1.0063 -0.07 -0.18 0.14
C 0.4215 3.4689 1.1292 0.05 0.13 -0.09
C 0.7668 3.8749 -0.1624 -0.01 -0.08 0.05
C 0.4656 2.8062 -1.0111 0.06 0.05 -0.03
N -0.0262 1.7686 -0.3127 0.26 -0.31 -0.36
C -0.0978 -1.4471 3.3525 0.01 -0.09 -0.02
C 0.1731 -0.9715 4.6289 0.07 0.07 -0.02
C 1.2771 -1.4383 5.3345 -0.02 0.02 -0.02
C 2.1155 -2.3850 4.7667 -0.01 -0.01 -0.05
C 1.8362 -2.8854 3.4989 0.00 0.02 0.05
C 0.7325 -2.4205 2.8033 -0.10 -0.06 0.03
H -1.7790 -1.7781 2.0902 0.00 0.05 -0.07
H -1.9871 -0.4338 3.2009 0.00 -0.02 0.06
H -0.5211 1.4289 2.9929 -0.01 -0.01 -0.01
H 0.5131 4.0313 2.0458 0.01 -0.01 -0.03
H 1.1808 4.8238 -0.4625 -0.02 -0.02 0.01
H 0.5721 2.7652 -2.0857 -0.01 -0.01 0.03
H -0.4843 -0.2370 5.0817 0.01 -0.02 0.00
H 1.4752 -1.0675 6.3318 0.01 0.01 -0.02
H 2.9769 -2.7443 5.3141 -0.02 -0.01 0.00
H 2.4721 -3.6467 3.0638 0.00 0.00 0.00
H 0.4865 -2.8336 1.8295 0.02 0.01 0.01
C 2.7782 0.2446 -1.4370 0.00 -0.03 0.09
N 4.2314 0.2127 -1.3428 0.00 -0.01 0.03
C 4.6227 0.8809 -0.0960 -0.01 -0.04 -0.01
N 4.0319 0.2308 1.0746 0.01 -0.05 0.00
C 2.5819 0.2601 0.9389 -0.05 -0.07 -0.04
N 2.1002 -0.4199 -0.2950 0.39 -0.09 -0.07
C 2.6226 -1.8095 -0.2429 -0.04 0.06 0.12
N 4.0728 -1.8781 -0.1226 0.02 0.01 0.00
C 4.6645 -1.1863 -1.2708 -0.07 0.05 0.06
C 4.4722 -1.1661 1.0973 -0.05 0.04 -0.06
H 2.4866 -0.2580 -2.3613 0.01 -0.01 -0.03
H 2.4526 1.2835 -1.4753 -0.02 0.02 -0.01
H 4.2952 1.9213 -0.1311 -0.01 0.02 0.00
H 5.7091 0.8565 -0.0079 0.01 0.01 0.00
H 2.2515 1.2971 0.9126 0.01 0.04 -0.02
H 2.1346 -0.2409 1.8000 -0.02 0.02 0.02
H 2.3272 -2.3343 -1.1507 0.00 -0.01 -0.02
H 2.1767 -2.3086 0.6176 0.01 0.00 -0.03
H 4.3682 -1.6988 -2.1886 0.00 -0.01 -0.01
H 5.7511 -1.2205 -1.1873 0.01 0.01 0.00
H 5.5588 -1.1979 1.1836 0.01 0.00 0.02
H 4.0336 -1.6646 1.9634 -0.01 0.00 0.00
```
Positions in Å, forces in eV/Å.


DFT (ωB97M-V with the def2-TZVPD basis set) results for 2 unconnected molecules or ions with the total composition C35H36Br2N2P.

Calculated values
- net charge = +1
- energy above the lowest of the compared OMol25 structures with the same formula, charge and spin (kcal/mol) = 26.4
- calculated total energy (Ha) = -6953.927875
- HOMO energy (eV) = -9.73
- LUMO level (eV) = -5.16

Geometry as XYZ:
```
76
Properties=species:S:1:pos:R:3:forces:R:3
C 2.0154 7.1952 -2.5873 0.04 0.26 0.01
C 1.5604 5.7894 -2.3279 -0.02 -0.35 0.06
C 2.1369 4.7341 -3.0392 -0.25 -0.06 0.21
C 1.7168 3.4161 -2.8560 -0.18 0.05 0.31
C 2.3454 2.3290 -3.6734 0.23 -0.16 -0.40
C 0.7097 3.1472 -1.9085 -0.03 0.60 -0.19
N 0.1844 1.8094 -1.7645 0.96 -0.23 0.60
P 0.9271 0.5513 -0.8385 -1.23 0.04 -0.92
H -0.1186 0.5486 0.3328 0.27 -0.13 0.33
N 0.1053 -0.6126 -1.8227 0.94 0.08 0.52
C 0.4955 -1.9953 -1.9783 -0.02 -0.49 -0.23
C -0.2163 -2.9848 -1.2843 0.25 0.09 -0.21
C -1.3196 -2.5924 -0.3633 -0.29 -0.05 0.40
C 0.1116 -4.3268 -1.4619 0.08 0.26 -0.20
C 1.0904 -4.7104 -2.3803 -0.03 0.31 0.10
C 1.3627 -6.1678 -2.6083 0.12 -0.21 -0.08
C 1.7848 -3.7143 -3.0755 -0.20 -0.14 0.23
C 1.5112 -2.3589 -2.8808 -0.34 0.11 0.25
C 2.2591 -1.3221 -3.6624 0.40 0.03 -0.35
C -0.8484 -0.0220 -2.6421 -0.18 0.11 -0.25
C -0.7985 1.3222 -2.6160 -0.29 -0.17 -0.20
C 0.1301 4.1938 -1.1709 0.34 -0.32 -0.35
C -0.9561 3.9096 -0.1826 -0.35 0.22 0.29
C 0.5643 5.5010 -1.3893 0.21 -0.03 -0.18
H 1.4540 7.9008 -1.9686 0.13 -0.03 -0.12
H 3.0846 7.3132 -2.3669 -0.24 -0.03 -0.02
H 1.8715 7.4683 -3.6414 0.00 -0.07 0.25
H 2.9267 4.9428 -3.7656 -0.26 -0.06 0.18
H 1.6095 1.6473 -4.1198 0.11 0.14 0.22
H 2.9035 2.7876 -4.4974 -0.07 -0.17 0.14
H 3.0642 1.7317 -3.0952 -0.22 0.12 -0.04
H -1.6791 -3.4727 0.1796 -0.01 0.14 -0.08
H -0.9664 -1.8720 0.3788 -0.06 -0.09 -0.29
H -2.1762 -2.1388 -0.8823 0.22 -0.07 0.02
H -0.4201 -5.0845 -0.8828 0.08 0.16 -0.21
H 2.1548 -6.2980 -3.3508 -0.12 -0.08 0.13
H 1.6681 -6.6649 -1.6791 -0.02 0.11 -0.18
H 0.4632 -6.6839 -2.9684 0.19 0.13 0.05
H 2.5574 -4.0031 -3.7915 -0.21 0.10 0.19
H 3.0763 -1.8112 -4.2058 -0.14 0.19 0.08
H 1.6238 -0.8278 -4.4119 0.07 -0.08 0.27
H 2.7060 -0.5459 -3.0284 -0.18 -0.19 -0.08
H -1.4786 -0.6498 -3.2619 0.08 0.15 0.11
H -1.3813 2.0141 -3.2105 0.05 -0.10 0.10
H -1.2824 4.8557 0.2614 -0.05 -0.19 0.01
H -1.8317 3.4407 -0.6505 0.20 0.02 0.08
H -0.6157 3.2617 0.6341 0.01 0.02 -0.25
H 0.1119 6.3158 -0.8188 0.11 -0.23 -0.18
Br -3.7904 -6.9453 5.1265 0.13 0.28 -0.16
C -3.2544 -5.3504 4.2663 0.22 0.60 -0.23
C -3.8874 -4.9559 3.0760 0.23 0.03 0.12
C -3.5360 -3.7510 2.4783 0.26 0.31 0.38
C -2.5311 -2.9162 3.0385 -0.25 -0.96 0.42
C -2.2452 -1.6387 2.4430 1.22 1.08 -0.30
C -1.0697 -0.9181 2.6179 -0.43 -1.17 -0.48
C -0.9143 0.4349 2.2213 -1.14 0.45 0.14
C -0.1884 1.3335 3.0994 1.01 0.36 -0.05
C -0.5819 2.6809 3.2992 0.02 -0.23 0.23
C -0.0542 3.4351 4.3497 0.24 -0.50 0.08
C 0.9038 2.8604 5.2085 -0.30 -0.16 -0.68
Br 1.5286 3.8193 6.7070 -0.09 -0.13 -0.28
C 1.4038 1.5755 4.9451 -0.27 0.04 -0.31
C 0.8808 0.8375 3.8855 -0.13 0.25 0.37
C -1.8678 -3.3600 4.2106 -0.42 -0.30 -0.30
C -2.2390 -4.5567 4.8294 -0.11 0.11 -0.42
H -4.6489 -5.5926 2.6296 0.16 0.17 0.13
H -4.0293 -3.4315 1.5582 0.05 -0.12 0.28
H -3.0182 -1.2069 1.8011 0.11 -0.04 0.20
H -0.2173 -1.4347 3.0764 -0.53 0.37 0.21
H -1.7155 0.8691 1.6073 0.23 -0.12 0.43
H -1.3581 3.1190 2.6709 0.16 -0.14 0.20
H -0.3936 4.4511 4.5321 0.02 -0.21 -0.07
H 2.1745 1.1508 5.5813 -0.08 0.11 -0.14
H 1.2827 -0.1565 3.6803 -0.10 0.33 0.17
H -1.0834 -2.7409 4.6427 -0.24 -0.17 0.05
H -1.7478 -4.8786 5.7429 -0.10 0.07 -0.15
```
Positions in Å, forces in eV/Å.